Entry 1:
C24H13BCl64FN2O2 | ωB97M-V/def2-TZVPD

* relative energy (zero: lowest compared OMol25 entry of this formula, charge and spin): 0.0 kJ/mol
* charge: +1
* HOMO-LUMO gap: 7.048 eV

Last column: Mulliken charge in e.
Geometry (Å):
1 Cl -0.24 -0.64 3.49  -0.048
2 C 10.78 7.82 -7.01  0.267
3 C -2.10 -6.32 1.61  0.325
4 Cl -6.70 14.53 -3.18  -0.087
5 Cl 0.50 4.29 -1.15  -0.104
6 C -3.63 -11.40 -0.64  0.291
7 C -5.13 -11.39 4.70  1.209
8 Cl 2.87 1.87 5.36  -0.044
9 Cl 14.34 7.51 -0.56  -0.109
10 F -6.56 -6.13 5.83  -0.342
11 C 0.70 3.31 -2.61  0.209
12 Cl 0.16 -3.32 -0.24  -0.004
13 Cl 2.92 12.47 -6.68  -0.123
14 H -5.94 -10.88 2.77  0.340
15 N -3.53 -10.90 6.82  0.168
16 Cl 2.36 3.42 -3.17  -0.060
17 Cl -0.39 3.90 -3.87  -0.079
18 Cl -2.65 -9.94 -0.80  -0.054
19 Cl 5.25 10.84 -4.71  0.002
20 C 13.58 7.62 -2.16  0.330
21 Cl -2.66 -12.82 -1.01  -0.085
22 Cl 5.32 6.89 -6.66  -0.104
23 Cl -0.26 5.55 -6.79  -0.019
24 Cl -1.44 -6.08 3.23  -0.093
25 Cl 9.43 6.74 -6.62  -0.072
26 Cl -2.92 11.82 -7.33  -0.092
27 H -8.34 -10.18 3.32  0.341
28 H -4.96 -6.74 4.19  0.433
29 C -0.30 6.44 -8.32  0.197
30 H -6.08 -8.96 3.92  0.156
31 Cl -0.23 8.16 -7.97  0.001
32 Cl 0.40 -7.07 8.30  -0.073
33 Cl 11.91 6.98 -8.08  -0.111
34 Cl 1.23 -9.67 7.34  -0.074
35 Cl -1.29 -9.36 8.71  -0.211
36 C -5.04 -8.87 4.23  0.502
37 H -3.79 -7.44 5.27  0.004
38 Cl 13.47 6.01 -2.87  -0.082
39 C -4.67 -10.08 5.04  0.630
40 Cl -2.06 -1.49 -0.27  -0.036
41 Cl -1.77 6.04 -9.21  -0.107
42 C 3.50 -1.32 1.71  0.149
43 Cl -2.74 0.53 2.64  -0.105
44 O -8.56 -11.11 3.46  -0.524
45 H -4.43 -8.89 3.31  -0.643
46 C -0.99 0.80 2.79  0.195
47 Cl -6.78 16.47 -1.05  -0.104
48 Cl -0.98 -8.30 6.07  -0.027
49 C 4.12 1.80 6.61  0.329
50 H -7.65 -12.70 5.80  0.321
51 C -4.70 -12.44 5.51  -0.599
52 C 4.55 6.55 -5.11  0.205
53 Cl 3.21 11.33 -9.32  -0.100
54 H -5.00 -13.46 5.31  0.506
55 N -3.90 -9.87 6.09  -0.239
56 C -5.80 -7.27 6.08  -0.358
57 Cl 6.67 10.32 -2.25  -0.074
58 Cl 2.85 9.61 -7.03  0.011
59 C -4.82 -7.53 4.93  -0.156
60 Cl 2.82 6.29 -5.36  0.060
61 Cl -3.14 -7.75 1.62  -0.104
62 Cl -0.71 2.19 3.85  -0.095
63 H -5.28 -7.14 7.04  0.276
64 Cl 7.64 9.25 -4.74  0.091
65 Cl -4.20 -11.51 1.05  -0.121
66 Cl 1.12 5.99 -9.27  -0.093
67 Cl 4.78 7.92 -4.02  -0.015
68 H -6.50 -8.11 6.19  0.205
69 C -0.99 -2.47 -1.28  0.232
70 O -7.86 -12.88 4.87  -0.537
71 Cl 5.18 -1.39 1.18  -0.101
72 H -3.49 -12.92 7.26  0.499
73 Cl -3.04 -4.91 1.14  -0.054
74 Cl 11.60 8.28 -5.52  0.002
75 H -2.94 -10.66 7.62  0.031
76 Cl -3.83 14.51 -7.82  -0.102
77 Cl 3.35 1.58 8.19  -0.099
78 Cl 5.19 0.43 6.29  -0.100
79 Cl 14.56 8.66 -3.20  -0.090
80 Cl 0.29 1.63 -2.24  0.006
81 C 2.41 11.16 -7.75  0.258
82 Cl 2.45 -0.93 0.35  0.035
83 Cl 5.04 3.30 6.60  -0.086
84 Cl -5.02 -11.32 -1.71  -0.087
85 Cl -4.70 14.48 -1.11  -0.095
86 Cl -0.09 -1.40 -2.36  -0.084
87 C -0.13 -8.58 7.59  0.339
88 H -5.73 -12.61 3.09  0.508
89 Cl 3.31 -0.08 2.95  0.024
90 Cl -3.54 13.55 -5.11  -0.037
91 Cl 3.02 -2.89 2.37  -0.106
92 Cl -1.20 14.05 -6.72  -0.088
93 Cl -4.71 16.61 -3.05  -0.078
94 C -3.88 -12.16 6.59  -0.306
95 Cl -0.78 -6.57 0.47  -0.102
96 B -7.56 -11.86 3.99  0.589
97 C -2.87 13.49 -6.74  0.322
98 C -5.72 15.52 -2.10  0.349
99 Cl 10.16 9.26 -7.82  -0.085
100 Cl 11.96 8.30 -2.00  -0.070
101 Cl -1.94 -3.62 -2.22  -0.081
102 Cl -0.31 1.11 1.20  0.062
103 C -6.01 -11.65 3.54  -1.898
104 Cl 7.80 12.09 -4.23  -0.114
105 Cl 5.27 5.10 -4.39  -0.116
106 C 6.84 10.63 -3.98  0.111
107 Cl 0.66 11.22 -7.97  -0.035

***

Entry 2:
C24H13ClN3O7PdS | ωB97M-V/def2-TZVPD

* relative energy (zero: lowest compared OMol25 entry of this formula, charge and spin): 19.1 kJ/mol
* charge: -1
* HOMO-LUMO gap: 3.992 eV

Last column: Mulliken charge in e.
Geometry (Å):
1 H 4.75 -5.07 1.66  0.361
2 C -5.38 -1.45 1.93  -0.699
3 C -1.90 3.30 -4.00  -0.195
4 H 4.05 3.90 1.51  0.409
5 O -2.65 4.24 -3.81  -0.712
6 C 2.85 -5.15 0.67  -0.573
7 H 0.61 3.87 -1.04  0.524
8 N 0.88 -0.52 -0.11  -0.025
9 C 4.02 -3.12 1.18  -0.614
10 H -2.34 0.30 3.53  0.430
11 C -4.34 -0.99 1.13  -0.251
12 Cl -6.63 -1.82 4.29  -0.240
13 C -3.20 -0.19 3.09  -0.288
14 O 0.07 1.03 -6.01  -0.680
15 H -6.23 -1.94 1.49  0.405
16 S 0.55 -2.10 -0.63  -0.087
17 C 3.01 -2.35 0.61  0.226
18 C -0.53 1.63 -5.13  -0.079
19 H 4.07 1.44 1.44  0.299
20 C 3.32 3.36 0.93  -0.440
21 C -4.23 -0.65 3.89  -0.640
22 O -1.36 2.51 -1.75  -0.917
23 C -2.15 0.20 0.86  1.059
24 Pd -0.31 0.97 -0.80  0.322
25 O -1.29 0.92 1.42  -0.709
26 H 3.99 -0.58 0.85  0.129
27 C 2.31 1.30 0.19  0.387
28 O -1.66 3.34 -6.42  -0.661
29 C -1.30 2.40 -3.02  1.136
30 N 3.13 -0.98 0.53  -0.076
31 C 3.32 2.00 0.90  -0.858
32 C 1.81 -4.40 0.12  -0.770
33 O 0.06 0.44 -3.10  -0.678
34 C -5.31 -1.27 3.30  0.441
35 C 2.11 -0.10 0.19  0.948
36 C -3.25 -0.35 1.71  -0.047
37 H 2.79 -6.23 0.68  0.375
38 C 2.32 4.07 0.24  -0.813
39 H -4.36 -1.12 0.06  0.423
40 H 2.29 5.15 0.25  0.434
41 H -4.19 -0.53 4.96  0.401
42 H 4.89 -2.61 1.60  0.334
43 O -2.12 -0.08 -0.37  -0.865
44 C -1.42 2.83 -5.34  0.552
45 C 1.88 -3.02 0.09  0.817
46 C 3.95 -4.50 1.21  -0.623
47 C -0.53 1.39 -3.69  0.859
48 C 1.38 3.36 -0.47  -0.051
49 H 0.95 -4.88 -0.30  0.389
50 N 1.36 2.03 -0.52  -0.067

***

Entry 3:
C24H13N7O2RhSe | ωB97M-V/def2-TZVPD

* charge: +3
* HOMO-LUMO gap (alpha / beta): 3.835 / 3.850 eV

Last column: Mulliken charge in e.
Geometry (Å):
1 C -4.03 2.63 0.21  -0.445
2 C 2.14 -1.63 2.60  -0.343
3 N -5.49 2.64 -0.11  1.072
4 C 2.73 -3.41 0.61  0.691
5 H -1.61 5.84 -0.58  0.528
6 H 1.12 1.13 -2.50  0.495
7 C -3.41 1.46 0.74  0.943
8 N 1.55 -0.42 -1.20  -0.451
9 O -5.96 3.72 -0.28  -0.544
10 N 3.16 -4.67 -2.79  -0.771
11 Rh 0.85 0.56 0.62  0.675
12 C 2.91 -3.77 -1.88  0.638
13 Se 3.59 -6.20 -2.05  0.487
14 C 0.82 3.68 0.38  -0.337
15 C -1.96 -0.70 1.66  -0.208
16 C 3.02 -4.26 -0.51  0.768
17 H 2.74 -2.44 -4.26  0.591
18 C -1.13 4.93 -0.24  -0.403
19 C -1.90 3.79 0.04  1.317
20 C 2.06 -1.65 -1.02  -0.134
21 C 2.40 -1.86 -3.41  -0.449
22 H 1.93 -0.90 3.37  0.485
23 H 1.89 3.64 0.56  0.485
24 N 1.93 -1.26 1.34  -0.421
25 N -1.32 0.35 1.19  -0.207
26 H -3.84 4.63 -0.49  0.584
27 C -3.32 3.75 -0.11  -0.740
28 C 2.22 -2.12 0.34  0.508
29 C 2.92 -3.80 1.94  -0.463
30 H 3.31 -4.78 2.16  0.589
31 C -1.99 1.44 0.79  0.292
32 H -3.85 -1.60 2.15  0.455
33 C 2.62 -2.89 2.94  -0.744
34 H -5.16 0.31 1.27  0.590
35 N 0.11 2.59 0.59  -0.486
36 C 1.93 -0.57 -3.55  -0.932
37 H -1.37 -1.55 1.99  0.520
38 C -1.23 2.62 0.46  0.012
39 H 0.86 5.75 -0.23  0.464
40 N 3.35 -5.53 -0.44  -0.780
41 H 2.76 -3.14 3.99  0.465
42 C -4.08 0.34 1.25  -0.447
43 C -3.36 -0.73 1.73  -0.942
44 C 1.50 0.12 -2.42  -0.220
45 C 0.24 4.88 -0.05  -0.699
46 C 2.46 -2.43 -2.13  0.644
47 O -6.01 1.57 -0.17  -0.584
48 H 1.88 -0.09 -4.51  0.453

***

Entry 4:
C24H14Cl7N3O2Y | ωB97M-V/def2-TZVPD

* relative energy (zero: lowest compared OMol25 entry of this formula, charge and spin): 620.9 kJ/mol
* charge: -1
* HOMO-LUMO gap: 6.667 eV

Last column: Mulliken charge in e.
Geometry (Å):
1 C -3.94 3.37 0.05  -0.244
2 C 0.41 -1.14 -5.19  0.789
3 C 0.94 -1.97 -4.20  -0.494
4 Cl -2.23 -1.29 0.04  0.675
5 C -2.72 3.85 -0.47  0.002
6 C 0.93 -1.53 -2.87  1.025
7 C 0.41 -0.31 -2.48  -1.075
8 H 2.87 1.25 2.13  0.190
9 H 2.19 3.86 -1.20  0.347
10 N -0.43 3.03 0.26  -0.432
11 C -0.09 -2.02 2.78  0.150
12 H 2.28 3.48 1.24  0.298
13 C 0.54 -3.94 4.71  -0.492
14 C 3.19 0.39 0.19  -0.076
15 Cl 1.66 -2.56 -1.66  -0.170
16 C 2.89 1.44 1.07  -0.442
17 C -3.56 0.89 0.52  0.459
18 C -4.26 2.16 0.56  -0.961
19 C 2.80 1.86 -1.68  -0.320
20 Cl -0.74 1.15 -6.06  -0.209
21 C 2.50 2.90 -0.81  -0.385
22 H 1.32 -0.77 3.77  0.343
23 C -0.10 0.10 -4.85  -0.673
24 O -3.26 -2.00 0.87  -0.680
25 O 0.47 0.01 1.77  -0.673
26 C -0.08 0.47 -3.50  0.858
27 H -4.74 4.11 0.03  0.307
28 H 3.39 -0.59 0.58  0.295
29 Cl 0.41 -1.66 -6.84  -0.208
30 H -5.26 2.08 0.97  0.246
31 N -0.47 -1.04 1.84  0.641
32 H 0.79 -4.69 5.46  0.362
33 C 0.85 -1.74 3.77  -0.369
34 C -0.72 -3.27 2.76  -0.274
35 C -2.33 0.55 0.08  -0.210
36 H -0.89 -5.18 3.70  0.346
37 Y 0.14 0.77 -0.19  0.643
38 H 1.89 -2.47 5.48  0.351
39 C 2.56 2.69 0.57  -0.153
40 C 3.15 0.61 -1.18  -0.481
41 N -0.64 -1.55 0.53  -0.556
42 C 1.16 -2.70 4.72  -0.498
43 Cl -0.70 2.06 -3.06  -0.144
44 Cl 1.60 -3.50 -4.63  -0.207
45 H -1.46 -3.48 2.01  0.362
46 C -1.49 3.41 -0.09  0.287
47 H 3.36 -0.21 -1.85  0.514
48 Cl -2.72 5.28 -1.50  -0.282
49 H 2.73 2.01 -2.75  0.412
50 H -4.18 0.06 0.87  0.366
51 C -0.40 -4.22 3.72  -0.560

***

Entry 5:
C24H15AsClF3N2O7RuS2 | ωB97M-V/def2-TZVPD

* multiplicity: 5
* ⟨S²⟩: 6.0684
* relative energy (zero: lowest compared OMol25 entry of this formula, charge and spin): 210.2 kJ/mol
* charge: -2
* HOMO-LUMO gap (alpha / beta): 4.419 / 6.560 eV

Last column: Löwdin spin population.
Geometry (Å):
1 H 1.65 -4.65 3.13  0.006
2 H -5.73 -0.35 -2.13  -0.002
3 C -0.87 -4.06 0.95  0.084
4 C 1.34 -2.81 2.05  0.014
5 C -2.11 4.06 -1.19  0.007
6 C 2.03 -5.11 -0.74  0.001
7 C -3.31 3.52 -1.56  0.023
8 C -4.80 0.14 -1.86  0.006
9 O 1.81 -3.32 -3.84  0.004
10 N -1.21 1.88 -0.82  0.094
11 H -5.56 2.12 -2.22  0.005
12 Cl -0.45 -6.38 2.29  -0.004
13 C 4.33 -3.70 -0.13  0.000
14 C 2.28 -3.90 -1.36  0.001
15 C -3.73 -0.67 -1.47  0.075
16 S 1.09 -3.34 -2.57  0.006
17 O 2.91 -0.26 -1.39  0.126
18 C -2.49 -0.11 -1.13  0.053
19 C -1.52 -2.06 -0.27  0.324
20 F -0.79 0.59 -3.51  0.001
21 H -1.94 5.13 -1.19  0.000
22 H -1.72 -4.56 0.50  0.003
23 O 0.93 -0.87 0.83  0.124
24 C 4.09 -4.92 0.48  0.002
25 C 2.94 -5.63 0.18  0.000
26 O 5.56 -1.19 -1.29  0.017
27 H -4.14 4.16 -1.86  0.001
28 C 0.57 -2.10 1.12  0.067
29 O 0.71 -1.99 -2.15  0.055
30 O -0.01 -4.28 -2.53  0.007
31 H 2.72 -6.57 0.67  0.000
32 H -3.86 -1.74 -1.46  0.009
33 F 0.64 2.15 -3.06  -0.002
34 C -3.50 2.12 -1.56  0.004
35 H 2.22 -2.31 2.45  -0.002
36 C -4.72 1.51 -1.91  0.076
37 C 1.03 -4.11 2.43  0.100
38 C 0.45 0.78 -2.94  -0.014
39 C -0.08 -4.71 1.86  0.009
40 C -0.59 -2.73 0.57  0.029
41 C -2.39 1.33 -1.18  0.004
42 Ru 0.62 -0.02 -0.99  2.394
43 C 1.79 1.48 -0.47  0.052
44 H -2.42 -2.62 -0.51  0.023
45 H 4.79 -5.32 1.20  0.000
46 As 4.02 -1.45 -1.79  0.012
47 C -1.07 3.19 -0.82  0.034
48 S 2.67 2.67 -0.05  0.015
49 H 1.12 -5.64 -0.99  0.000
50 H 3.20 -2.14 -3.79  0.000
51 N -1.39 -0.79 -0.71  0.144
52 O 4.02 -1.68 -3.52  0.005
53 F 1.31 0.25 -3.82  -0.001
54 C 3.44 -3.17 -1.05  0.004
55 H -0.10 3.57 -0.55  0.002
56 H 5.23 -3.14 0.08  0.000

***

Entry 6:
C24H15Br2F7O15S | ωB97M-V/def2-TZVPD

* HOMO-LUMO gap: 7.752 eV

Last column: Mulliken charge in e.
Geometry (Å):
1 O 0.63 0.29 7.71  -0.626
2 S -0.92 -0.94 -1.78  0.283
3 C 3.49 -6.66 -2.95  0.250
4 O 2.82 -4.69 -1.90  -0.583
5 H -0.86 0.07 2.53  0.332
6 O -0.29 10.61 0.27  -0.628
7 C -0.04 -4.27 1.49  -1.617
8 H 3.94 -8.49 -3.92  0.430
9 C -0.29 -2.23 5.38  -1.132
10 O -2.22 11.19 -1.36  -0.573
11 F -2.23 1.91 -1.97  -0.240
12 H 0.14 8.09 0.98  0.438
13 C 0.03 0.68 5.46  -0.960
14 O -0.47 -7.37 -3.94  -0.588
15 C 0.10 -1.64 6.51  0.364
16 F 2.10 1.10 -2.76  -0.296
17 C -0.56 -1.41 4.22  1.048
18 C -2.82 8.93 -1.57  -1.075
19 O 4.72 -6.32 -2.58  -0.596
20 C -0.67 8.27 0.29  -0.963
21 O -3.18 6.59 -1.59  -0.609
22 O -1.27 6.01 0.08  -0.523
23 C -2.55 7.56 -1.19  1.126
24 O -1.04 -0.56 -0.40  -0.291
25 C 0.28 -0.14 6.62  1.094
26 C 1.81 -8.04 -3.96  0.921
27 O -0.18 -2.45 -1.83  -0.002
28 C -0.49 -3.26 -0.77  -0.546
29 C -1.43 7.29 -0.21  0.326
30 C 1.06 -5.92 -2.89  -0.707
31 H -1.02 -3.96 1.88  0.415
32 H -1.95 5.52 -0.43  0.270
33 H 0.18 1.75 5.54  0.448
34 C -1.16 2.65 -1.70  0.780
35 H 0.68 -4.10 2.29  0.387
36 C 0.05 2.17 -2.56  0.636
37 C -2.06 9.91 -1.07  0.326
38 F 1.23 1.11 -0.77  -0.217
39 F -0.43 1.84 -3.78  -0.272
40 C 0.95 0.97 -2.07  0.613
41 H 0.63 -1.61 8.29  0.372
42 C 0.76 -7.04 -3.56  0.283
43 H -0.43 -3.30 5.29  0.455
44 C 0.28 -3.41 0.31  1.256
45 C -0.93 9.64 -0.11  1.090
46 C 3.19 -7.78 -3.62  -1.014
47 F -0.91 2.62 -0.40  -0.237
48 H -1.53 11.67 -0.86  0.375
49 Br 1.87 -2.42 0.39  -0.105
50 O -0.60 0.74 3.19  -0.542
51 O -0.94 -1.83 3.14  -0.554
52 H 4.63 -5.47 -2.11  0.378
53 O 1.43 -9.03 -4.56  -0.633
54 C -0.36 0.09 4.32  0.296
55 C 2.43 -5.66 -2.53  1.159
56 H 0.31 -5.20 -2.60  0.373
57 H -0.08 -5.33 1.23  0.360
58 H -0.39 -8.23 -4.40  0.371
59 Br -2.12 -4.18 -0.95  -0.066
60 H -3.64 9.12 -2.26  0.426
61 O 0.51 -0.30 -2.38  -0.340
62 F -1.45 3.91 -2.04  -0.268
63 F 0.87 3.24 -2.68  -0.294
64 O 0.37 -2.29 7.63  -0.585

***

In g mol⁻¹, the molecular weight values for the records above are, in order, 2660.182; 629.322; 613.281; 713.472; 775.964; 868.230.